Entry 1:
Formula: C3H3N2S
Source: the Open Molecules 2025 dataset
Level of theory: wB97M-V/def2-TZVPD

Summary:
* largest force on an atom: 4.50 eV Å⁻¹
* total charge: +1
* highest occupied orbital energy (alpha / beta): -15.2309 / -15.2284 eV

```
9
Properties=species:S:1:pos:R:3:forces:R:3:nbo_charge:R:1
C -0.6723 -1.6732 0.8258 0.05 -1.16 0.79 0.52
C -1.5249 0.1199 -0.1054 3.77 -1.18 0.49 0.33
C -0.1093 0.5176 -0.1669 -1.26 -3.92 1.83 -0.03
N -1.6459 -1.1445 0.2639 -2.20 0.20 -0.32 -0.57
N 0.6189 -0.4769 0.2745 0.01 1.85 -1.52 -0.49
S 2.1769 -0.6790 0.6175 -0.26 -2.33 -0.07 0.58
H -2.2444 0.8501 -0.2523 -1.99 0.79 -0.39 0.24
H 0.1054 1.4418 -0.4814 1.56 3.32 -0.98 0.24
H 2.0386 -2.1644 0.6429 0.32 2.43 0.17 0.19
```
Forces are in eV/Å.

Entry 2:
Formula: C10H9FN2S
Source: the Open Molecules 2025 dataset
Level of theory: wB97M-V/def2-TZVPD

Summary:
* largest force on an atom: 5.22 eV Å⁻¹
* highest occupied orbital energy: -8.7181 eV
* SMILES: CCSc1ncnc2ccc(F)cc12

```
23
Properties=species:S:1:pos:R:3:forces:R:3:nbo_charge:R:1
C -4.4471 -1.0789 0.0247 -3.76 -1.94 -1.03 -0.62
C -3.3752 -0.1158 0.1877 -1.67 3.80 -2.74 -0.58
S -1.8480 -0.9190 -0.0466 0.44 -0.10 -0.47 0.34
C -0.8148 0.4628 -0.1491 2.21 -0.33 2.09 0.12
N -1.2613 1.6814 -0.3504 2.09 0.54 1.14 -0.50
C -0.3098 2.7085 -0.0531 1.67 -0.87 -2.41 0.24
N 1.0328 2.5037 0.1440 -3.46 0.36 -1.05 -0.45
C 1.4993 1.1817 0.1017 -0.92 1.43 2.03 0.14
C 2.9103 1.0257 0.1177 -2.55 -0.30 -0.48 -0.18
C 3.4263 -0.2085 0.0010 3.95 -0.10 -2.15 -0.26
C 2.5341 -1.2875 -0.0688 -0.87 -3.20 1.94 0.38
F 2.7791 -2.6908 -0.1893 1.79 1.99 -0.43 -0.35
C 1.2229 -1.2445 0.2912 -0.38 4.99 -1.48 -0.23
C 0.6185 0.1053 0.2519 -0.65 -0.40 -1.94 -0.11
H -4.6774 -1.6144 0.9271 -0.45 0.02 0.78 0.21
H -5.4573 -0.6514 -0.4392 2.20 -0.80 1.21 0.22
H -4.1711 -1.9298 -0.6048 0.04 0.32 -0.52 0.22
H -3.6910 0.6846 -0.6991 1.82 -1.64 2.28 0.24
H -3.4491 0.4162 1.1333 0.29 0.11 -0.02 0.23
H -0.7127 3.7552 -0.4142 1.10 -1.99 1.60 0.21
H 3.4427 1.9066 -0.0588 1.08 1.10 0.19 0.23
H 4.5662 -0.0982 -0.3579 -2.60 -1.46 1.16 0.25
H 0.7171 -2.1362 0.1766 -1.37 -1.54 0.29 0.24
```
Forces are in eV/Å.

Entry 3:
Formula: C3H8N2O2
Source: the Open Molecules 2025 dataset
Level of theory: wB97M-V/def2-TZVPD

Summary:
* largest force on an atom: 0.64 eV Å⁻¹
* highest occupied orbital energy: -9.0519 eV

```
15
Properties=species:S:1:pos:R:3:forces:R:3:nbo_charge:R:1
C 0.1602 -1.1036 0.6363 0.25 0.31 0.44 -0.18
C -0.1523 -1.2413 -0.6364 0.02 -0.02 -0.56 0.03
N -0.6877 -2.3782 -1.1952 -0.09 -0.03 -0.08 -0.79
N 0.7624 0.1362 1.0919 -0.42 0.24 -0.17 -0.76
H -0.0390 -1.8497 1.3785 -0.06 -0.20 0.32 0.19
H 0.0706 -0.4399 -1.3277 -0.02 0.10 -0.08 0.23
H -1.2845 -2.2173 -1.9855 -0.03 0.01 -0.20 0.39
H -1.1034 -3.0168 -0.5421 -0.08 -0.21 0.12 0.37
H 1.5492 -0.0036 1.7056 0.23 -0.02 0.20 0.40
H 0.0658 0.8005 1.5022 0.12 -0.10 -0.02 0.47
H 1.0184 0.7913 0.2372 -0.07 0.22 -0.14 0.47
O -0.7253 2.3867 0.8272 0.02 -0.15 0.44 -0.75
C -0.0862 2.6419 -0.2044 -0.51 0.15 -0.25 0.64
O 0.8156 1.9335 -0.7339 0.52 -0.37 -0.02 -0.77
H -0.3638 3.5602 -0.7537 0.11 0.08 -0.01 0.07
```
Forces are in eV/Å.

Entry 4:
Formula: C24H21N4O2SW
Source: the Open Molecules 2025 dataset
Level of theory: wB97M-V/def2-TZVPD

Summary:
* largest force on an atom: 1.62 eV Å⁻¹
* total charge: +1
* highest occupied orbital energy (alpha / beta): -11.2150 / -11.7109 eV
* 2S+1: 3
* expectation value of S²: 2.020

```
53
Properties=species:S:1:pos:R:3:forces:R:3:lowdin_spin:R:1
W -0.1432 -0.2716 -0.5286 0.31 -1.16 -1.08 1.50
C -0.9890 0.6286 2.2490 -0.36 -0.13 0.02 0.01
C -2.2552 -0.1144 1.8758 0.18 -0.19 -0.24 0.04
C -3.4846 0.2954 2.3591 -0.06 0.12 -0.01 0.00
C -4.6402 -0.3928 2.0168 0.05 -0.01 0.00 0.03
C -4.5828 -1.4629 1.1385 0.03 0.03 -0.04 0.00
C -3.3737 -1.9023 0.6160 0.26 0.06 -0.07 0.03
C -3.3069 -3.0274 -0.3728 0.00 -0.06 0.10 0.00
C -2.2017 -1.2491 1.0361 -0.67 -0.01 0.65 0.03
N -0.9159 -1.6733 0.6465 -0.28 0.41 -0.19 0.02
C -0.3602 -2.9172 0.8160 0.08 -0.24 0.07 0.01
O -0.8728 -3.8970 1.2907 0.15 0.10 0.03 0.02
C 1.0647 -2.8427 0.3225 -0.02 0.04 -0.07 0.02
C 2.0495 -3.8047 0.4280 -0.13 0.04 -0.04 0.00
C 3.3265 -3.4928 -0.0282 -0.06 0.06 0.01 0.02
C 3.6020 -2.2215 -0.5253 -0.07 0.04 -0.04 -0.01
C 2.5722 -1.3050 -0.5787 -0.02 -0.06 -0.03 0.02
N 1.3334 -1.6412 -0.2006 1.02 -0.80 0.25 0.00
C 2.6858 0.1513 -0.9530 0.21 -0.08 -0.06 0.01
O 3.6511 0.6250 -1.4900 -0.07 -0.13 0.08 0.01
N 1.5265 0.8170 -0.5697 -0.26 0.34 0.18 0.02
C 1.4526 2.2366 -0.6258 0.08 0.59 -0.17 0.01
C 2.4898 3.0496 -0.1368 -0.28 -0.16 0.02 0.00
C 3.6094 2.5006 0.6974 0.10 -0.03 -0.15 0.00
C 2.4158 4.4156 -0.3896 -0.04 -0.03 0.00 0.00
C 1.3373 4.9723 -1.0509 -0.03 0.06 0.00 0.00
C 0.2554 4.1787 -1.3922 -0.10 -0.01 0.08 0.00
C 0.2907 2.8113 -1.1693 0.16 -0.10 0.13 0.01
C -0.9295 1.9906 -1.5491 0.61 0.20 -0.22 0.02
H -1.1777 1.6981 2.3290 0.09 0.01 -0.09 0.00
H -0.1537 0.4803 1.5256 -0.01 0.28 0.55 0.01
H -0.6121 0.2797 3.2126 0.20 -0.02 -0.10 0.00
H -3.5425 1.1593 3.0089 0.00 0.01 0.03 0.00
H -5.5910 -0.0822 2.4269 -0.02 0.03 -0.03 0.00
H -5.4923 -1.9665 0.8386 -0.02 -0.01 0.02 0.00
H -4.2815 -3.2070 -0.8208 -0.01 0.02 -0.02 0.00
H -2.9766 -3.9437 0.1174 -0.01 -0.02 -0.05 0.00
H -2.5932 -2.8024 -1.1691 -0.03 -0.04 -0.02 0.00
H 1.8032 -4.7661 0.8561 0.01 -0.01 0.01 0.00
H 4.1135 -4.2318 0.0273 0.01 -0.01 0.00 0.00
H 4.5867 -1.9306 -0.8622 0.02 0.02 0.02 0.00
H 3.2863 1.6259 1.2654 0.04 0.01 0.02 0.00
H 3.9622 3.2538 1.3993 -0.04 0.01 0.01 0.00
H 4.4481 2.2001 0.0706 0.05 -0.02 0.03 0.00
H 3.2173 5.0551 -0.0439 0.04 -0.01 0.02 0.00
H 1.3154 6.0324 -1.2611 -0.01 0.02 0.03 0.00
H -0.6269 4.6250 -1.8336 -0.01 0.02 0.00 0.00
H -1.7854 2.6615 -1.6079 -0.18 -0.26 0.16 0.00
H -1.2721 1.2346 -0.7581 -0.77 1.08 -0.20 0.02
H -0.8250 1.5299 -2.5363 -0.06 -0.20 0.20 0.00
S -0.5101 -2.6192 -4.5462 0.00 0.04 0.04 0.10
C -0.4600 -1.7216 -3.2732 -0.04 -0.05 -0.14 0.05
N -0.4400 -1.0211 -2.2971 -0.03 0.25 0.29 0.01
```
Forces are in eV/Å.

Entry 5:
Formula: C3H3N2O5P
Source: the Open Molecules 2025 dataset
Level of theory: wB97M-V/def2-TZVPD

Summary:
* largest force on an atom: 3.18 eV Å⁻¹
* total charge: -2
* highest occupied orbital energy (alpha / beta): 0.4168 / 0.4158 eV

```
14
Properties=species:S:1:pos:R:3:forces:R:3:nbo_charge:R:1
C -0.9615 -1.2161 -0.2352 -0.29 -1.04 0.30 0.27
C -1.3755 1.1858 -0.0579 -2.46 -0.08 -2.01 0.78
C 0.5850 0.6286 1.0204 1.81 1.17 1.67 -0.18
N -1.7082 -0.1034 -0.5919 0.78 2.33 1.37 -0.70
N -0.4771 1.3257 0.9327 -0.30 -0.03 0.06 -0.57
O 3.1653 0.5452 0.1553 1.22 0.39 1.52 -1.20
O 1.7595 -1.5914 0.1462 1.38 0.94 0.07 -1.06
O -1.3436 -2.3336 -0.6146 -0.31 0.16 -0.09 -0.76
O -2.1528 2.0970 -0.4311 1.09 -0.40 0.63 -0.72
O 1.4904 0.3075 -1.6175 -1.47 0.16 -1.48 -1.18
P 1.8420 0.0175 -0.2267 0.18 -1.35 0.25 2.31
H 1.0543 0.8332 2.0784 -0.44 -1.03 -1.60 0.16
H -2.6908 0.0273 -0.8209 -0.16 -0.99 -0.54 0.36
H 0.8129 -1.7232 0.2627 -1.04 -0.23 -0.15 0.49
```
Forces are in eV/Å.

Entry 6:
Formula: C14H24N4O4S
Source: the Open Molecules 2025 dataset
Level of theory: wB97M-V/def2-TZVPD

Summary:
* largest force on an atom: 1.48 eV Å⁻¹
* highest occupied orbital energy: -8.8395 eV
* SMILES: CC(C)(C)OC(=O)NCCCCCc1nnc(SCC(N)=O)o1

```
47
Properties=species:S:1:pos:R:3:forces:R:3:nbo_charge:R:1
C -3.9760 -0.5133 -1.8788 0.30 0.00 0.36 -0.61
C -3.0267 -1.1214 -0.8453 -0.16 -0.53 -0.32 0.27
C -3.7612 -2.1360 0.0300 0.20 0.28 0.03 -0.64
C -1.8230 -1.7610 -1.5384 -0.10 0.15 0.25 -0.65
O -2.6114 0.0149 -0.0482 -0.08 0.12 -0.06 -0.53
C -1.7189 -0.1248 0.9422 -0.19 0.43 0.09 0.91
O -1.1768 -1.1494 1.2884 0.12 -0.34 0.00 -0.69
N -1.5341 1.0755 1.5473 -0.18 0.35 -0.08 -0.63
C -0.4257 1.3184 2.4399 0.36 -0.21 -0.03 -0.22
C 0.8356 1.7650 1.6917 -0.33 0.10 0.12 -0.41
C 0.6684 3.1348 1.0335 0.31 -0.16 0.11 -0.41
C 1.9119 3.6139 0.2788 -0.25 0.08 -0.11 -0.38
C 2.0288 3.0431 -1.1432 0.34 0.10 0.31 -0.46
C 2.2495 1.5828 -1.1420 -0.51 -0.18 -0.53 0.47
N 1.4701 0.6620 -1.5975 -0.47 1.38 -0.20 -0.30
N 2.0530 -0.5299 -1.3380 1.08 -0.81 0.33 -0.38
C 3.1731 -0.2698 -0.7289 -0.65 -0.29 -0.40 0.29
S 4.3480 -1.3665 -0.1157 0.41 -0.22 0.22 0.32
C 3.4310 -2.9356 -0.2819 -0.09 0.37 0.16 -0.61
C 2.3529 -3.0424 0.8069 0.17 -0.08 -0.57 0.65
N 1.1674 -2.5482 0.4264 -0.57 0.02 0.08 -0.83
O 2.5846 -3.5508 1.8795 0.22 -0.19 0.44 -0.62
O 3.3713 1.0562 -0.5814 0.05 -0.03 0.12 -0.42
H -3.4386 0.1917 -2.5073 0.05 0.08 -0.11 0.22
H -4.3976 -1.2960 -2.5019 -0.03 -0.10 -0.07 0.21
H -4.7831 0.0143 -1.3772 -0.11 0.04 0.04 0.21
H -4.1029 -2.9666 -0.5809 -0.06 -0.08 -0.09 0.21
H -4.6205 -1.6689 0.5064 -0.12 0.02 0.02 0.21
H -3.0963 -2.5159 0.8010 0.00 -0.07 0.01 0.24
H -1.2419 -2.3411 -0.8285 0.04 -0.07 -0.03 0.23
H -1.1857 -0.9914 -1.9693 0.07 0.08 -0.10 0.23
H -2.1681 -2.4189 -2.3312 -0.05 -0.07 -0.10 0.21
H -1.9751 1.8671 1.1069 -0.02 -0.13 -0.01 0.40
H -0.2269 0.3777 2.9579 -0.04 0.16 0.06 0.23
H -0.7260 2.0739 3.1703 0.02 -0.07 0.03 0.19
H 1.0521 1.0052 0.9423 0.09 -0.12 0.03 0.21
H 1.6692 1.7967 2.3960 0.08 -0.01 0.00 0.21
H -0.1731 3.1087 0.3382 -0.11 0.07 -0.02 0.19
H 0.4346 3.8618 1.8154 -0.09 0.03 -0.01 0.21
H 2.8093 3.3575 0.8453 0.05 0.09 0.03 0.21
H 1.8738 4.7011 0.1884 0.09 0.00 0.02 0.21
H 1.1203 3.2411 -1.7119 0.06 -0.05 -0.03 0.24
H 2.8740 3.5198 -1.6457 -0.07 0.03 -0.08 0.23
H 4.1807 -3.7105 -0.1310 -0.07 0.06 0.00 0.26
H 3.0159 -2.9777 -1.2863 0.04 -0.09 -0.03 0.24
H 1.0937 -2.0037 -0.4236 0.08 -0.09 0.12 0.42
H 0.4207 -2.4436 1.1014 0.14 -0.03 -0.02 0.43
```
Forces are in eV/Å.

Entry 7:
Formula: C34H32CsN4PS3
Source: the Open Molecules 2025 dataset
Level of theory: wB97M-V/def2-TZVPD

Summary:
* largest force on an atom: 0.62 eV Å⁻¹
* highest occupied orbital energy: -6.4354 eV

```
75
Properties=species:S:1:pos:R:3:forces:R:3:mulliken_charge:R:1
Cs 0.8497 -0.3461 -0.2828 -0.11 -0.49 0.04 1.31
C -0.4664 -4.5759 0.6957 0.01 0.02 -0.01 -0.87
C -0.4855 -3.8609 2.0042 -0.02 0.00 0.01 0.56
N -0.1556 -2.6159 2.1771 0.00 0.05 -0.01 -0.17
C -0.2319 -2.2592 3.5074 0.07 0.08 -0.03 -0.01
C -0.6291 -3.2544 4.3447 -0.01 0.00 0.03 -0.56
S -0.9265 -4.6797 3.4567 -0.02 -0.03 0.01 -0.24
C 0.1355 -0.9029 3.9491 -0.03 -0.04 -0.08 0.36
C -0.1472 -0.3861 5.1747 -0.01 -0.01 0.03 -0.64
S 0.5481 1.1651 5.3318 -0.03 0.03 0.01 -0.24
C 1.1656 1.0438 3.7271 -0.02 -0.01 -0.02 0.53
N 0.8663 -0.0703 3.1274 0.10 -0.02 -0.01 -0.24
C 1.9421 2.1594 3.1122 0.02 -0.01 0.00 -0.87
H -0.5446 -3.8575 -0.1179 0.00 -0.01 0.01 -0.09
H -1.2982 -5.2743 0.6114 0.00 -0.01 0.01 0.39
H 0.4608 -5.1417 0.5887 0.01 0.01 -0.01 0.38
H -0.7360 -3.2215 5.4156 0.00 0.00 0.00 0.39
H -0.7124 -0.8359 5.9736 0.00 0.00 0.00 0.42
H 2.7819 2.4501 3.7436 0.01 -0.01 0.00 0.53
H 1.3166 3.0405 2.9628 -0.01 0.01 0.01 0.19
H 2.3196 1.8497 2.1396 -0.01 0.00 0.00 0.15
C 1.8192 6.5672 2.3210 -0.01 0.00 0.00 -0.46
C 2.7453 5.8287 1.5954 -0.01 -0.01 -0.01 -0.76
C 2.3184 4.7794 0.7959 0.02 0.00 -0.01 -0.42
C 0.9655 4.4516 0.6856 -0.01 -0.01 -0.05 0.22
C 0.0486 5.2097 1.4115 -0.02 -0.02 -0.01 -0.01
C 0.4714 6.2538 2.2264 0.01 0.00 0.00 -0.72
P 0.5721 2.9831 -0.3884 -0.01 0.60 0.16 -0.22
C -1.1815 2.7686 0.1170 -0.07 0.00 0.02 1.05
C -1.4403 2.1011 1.3128 -0.02 -0.01 -0.04 -0.18
C -2.7326 2.0006 1.8155 0.03 0.05 0.05 -0.51
C -3.7845 2.5997 1.1392 -0.01 -0.03 -0.04 -0.60
C -3.5387 3.2651 -0.0572 -0.04 -0.09 -0.04 -0.95
C -2.2538 3.3281 -0.5763 0.04 0.07 0.06 -0.37
C 0.4225 3.8282 -2.0005 0.00 -0.12 -0.06 -0.52
C 0.5376 5.1629 -2.2757 0.00 0.01 0.01 -0.27
C 0.4470 5.6007 -3.6196 0.00 0.01 0.01 -0.91
C 0.2713 4.7080 -4.6403 0.00 -0.02 -0.02 -0.82
C 0.1689 3.3164 -4.3802 0.00 0.01 0.00 0.65
C 0.0532 2.3324 -5.3940 0.00 0.02 0.00 -1.02
C 0.0310 1.0091 -5.0440 0.01 -0.01 0.00 -0.56
C 0.0659 0.6132 -3.6795 0.15 0.16 -0.03 -1.01
C 0.1177 1.5111 -2.6312 0.08 -0.11 -0.01 1.10
C 0.2189 2.8751 -3.0380 0.00 0.00 0.05 -0.74
H 2.1467 7.3817 2.9544 0.00 0.00 0.00 0.37
H 3.7999 6.0665 1.6586 0.00 0.00 0.00 0.38
H 3.0494 4.1953 0.2448 0.00 0.00 0.00 0.39
H -1.0091 4.9859 1.3466 0.00 0.00 0.00 0.34
H -0.2580 6.8276 2.7847 0.00 0.00 0.00 0.39
H -0.6188 1.6793 1.8821 -0.01 -0.05 -0.02 0.28
H -2.9071 1.4850 2.7525 0.00 -0.01 -0.01 0.51
H -4.7896 2.5513 1.5390 0.00 0.00 0.00 0.38
H -4.3559 3.7351 -0.5914 0.00 0.00 0.00 0.41
H -2.0695 3.8523 -1.5064 0.00 0.00 -0.01 0.40
H 0.7006 5.8866 -1.4860 0.00 0.00 0.00 0.44
H 0.5306 6.6585 -3.8376 0.00 0.00 0.00 0.41
H 0.2220 5.0589 -5.6657 0.00 -0.01 0.00 0.37
H 0.0190 2.6355 -6.4346 0.00 0.00 0.00 0.37
H -0.0088 0.2536 -5.8244 0.00 0.00 -0.01 0.47
H 0.0513 -0.4571 -3.4670 0.07 -0.04 -0.11 0.69
C -3.4911 -1.5827 -0.1760 -0.01 0.00 -0.01 -0.90
N -3.2463 -0.8977 -1.4211 0.03 0.02 0.14 0.33
C -4.1348 0.1454 -1.9158 0.03 0.04 -0.01 -0.42
C -3.3760 0.6292 -3.1487 -0.04 -0.03 -0.03 -0.06
N -2.6456 -0.5848 -3.5068 -0.18 -0.09 0.10 -0.26
C -2.4485 -1.3500 -2.4042 -0.02 0.07 -0.13 0.08
S -1.3914 -2.6451 -2.3139 0.08 -0.03 0.01 -0.33
H -3.8271 -0.8529 0.5600 0.00 0.01 0.01 0.31
H -2.5700 -2.0456 0.1747 0.00 0.01 -0.03 0.22
H -4.2511 -2.3633 -0.2845 -0.01 0.01 0.00 0.29
H -4.2635 0.9210 -1.1677 -0.03 0.09 0.07 0.09
H -5.1147 -0.2741 -2.1738 0.02 -0.03 -0.02 0.35
H -2.6797 1.4388 -2.8996 0.01 -0.07 0.00 -0.23
H -4.0385 0.9433 -3.9521 0.01 0.02 0.00 0.38
H -1.8764 -0.5294 -4.1549 -0.06 0.02 -0.03 0.30
```
Forces are in eV/Å.

Calculated relative energy (zero: lowest compared OMol25 entry of this formula, charge and spin), 418.0; 90.7; 150.6; 29.9; 225.6; 0.0; 0.0 kJ/mol (same order as the records).